86
Properties=species:S:1:pos:R:3:forces:R:3 method="wB97M-V/def2-TZVPD" e_above_lowest_kcal_mol=52.0 e_lumo_ev="-0.161 / -0.316" s_squared=2.0228 gap_ev="6.545 / 6.733" spin_multiplicity=3
Mo -0.36342 0.85839 -1.67792 0.44 0.07 -1.98
C 4.91458 -3.22401 -1.67012 -0.11 -0.02 -0.06
C 3.96048 -2.12191 -1.32252 -0.02 0.14 0.05
C 3.21698 -2.16621 -0.14982 0.06 0.03 -0.01
C 2.32408 -1.16181 0.15468 -0.04 0.08 -0.31
C 2.13818 -0.07321 -0.69752 1.03 -0.49 -0.15
N 1.20948 0.91779 -0.35452 -0.14 -0.34 0.14
C 1.53208 1.62039 0.76708 -0.21 0.57 0.55
C 2.83388 1.60069 1.31298 -0.07 0.11 -0.07
C 3.14938 2.24269 2.48698 -0.23 0.05 -0.08
C 2.19318 2.98429 3.17078 -0.12 -0.05 0.00
C 2.53058 3.68239 4.45448 -0.01 0.16 -0.09
C 0.92658 3.07609 2.61798 0.08 -0.11 -0.08
C 0.57128 2.39719 1.45258 1.31 -0.22 0.05
N -0.74862 2.47969 0.99048 -0.95 0.05 0.31
C -1.79752 2.92269 1.73448 -0.06 -0.18 -0.71
C -2.89312 2.99819 0.90938 0.23 0.11 0.03
C -2.44322 2.56719 -0.32812 0.32 -0.11 0.33
N -1.13982 2.21859 -0.28362 -1.22 1.56 1.09
C 2.89468 -0.01921 -1.88242 -0.08 -0.57 0.99
C 3.77788 -1.05071 -2.18202 -0.05 0.08 0.07
N 2.78098 1.07039 -2.76592 0.41 0.22 -0.40
C 3.68898 1.43239 -3.69582 0.03 0.37 -0.27
C 3.23718 2.58429 -4.29292 0.12 -0.16 0.02
C 2.02828 2.85769 -3.65112 0.23 -0.14 0.19
N 1.76368 1.93449 -2.73892 -0.93 0.34 -0.14
H 5.27458 -3.71871 -0.77142 0.06 -0.06 0.03
H 4.41008 -3.96661 -2.28762 0.05 -0.13 -0.06
H 5.76728 -2.84361 -2.22762 0.09 -0.02 -0.04
H 3.33588 -3.00231 0.52378 0.02 -0.09 0.10
H 1.73778 -1.20401 1.06228 -0.04 0.03 0.01
H 3.60678 1.05219 0.79808 -0.01 -0.06 -0.03
H 4.15418 2.17629 2.87798 0.12 -0.02 0.03
H 3.31948 3.15199 4.98348 -0.01 -0.02 0.09
H 2.88768 4.69409 4.26108 0.04 0.10 0.04
H 1.65818 3.75929 5.10018 0.00 -0.01 0.10
H 0.20348 3.69779 3.12018 -0.13 0.08 0.05
H -1.72412 3.12979 2.77938 0.20 0.04 0.19
H -3.88412 3.31829 1.15868 -0.14 0.01 0.09
H -3.01722 2.41429 -1.22072 0.02 0.01 -0.04
H 4.32598 -1.03771 -3.11182 0.04 0.01 -0.10
H 4.59288 0.88879 -3.86572 0.17 -0.16 0.06
H 3.70718 3.13619 -5.08082 0.13 0.11 -0.10
H 1.37808 3.69999 -3.78342 -0.22 0.03 -0.05
O 0.55928 -0.64271 -2.47202 1.46 -1.19 0.64
O -0.48892 -0.29791 -3.23462 -1.44 0.33 -0.83
C -3.11342 -5.32301 4.41388 0.17 0.09 -0.16
C -1.95162 -4.93841 3.49678 0.05 -0.19 0.15
C -1.70482 -6.10321 2.52668 -0.05 0.10 0.12
C -0.69902 -4.72701 4.35788 -0.15 -0.05 -0.06
C -2.22292 -3.67201 2.69758 -0.16 0.03 0.09
C -3.36872 -2.89571 2.86618 0.09 -0.19 0.09
C -3.62612 -1.75331 2.11458 0.12 0.35 -0.42
C -2.68802 -1.39521 1.16998 0.45 -0.87 0.40
O -2.65342 -0.36001 0.28958 -0.33 0.44 -0.30
B -1.45642 -0.48471 -0.43152 -0.32 -0.22 0.60
O -0.77002 -1.59231 0.03738 0.52 -0.51 -0.25
C -1.52412 -2.15651 1.00798 -0.83 0.08 0.52
C -1.27292 -3.28331 1.75418 0.03 0.36 -0.34
H -2.88012 -6.25501 4.92488 0.03 -0.08 0.06
H -4.02482 -5.47261 3.84088 -0.17 -0.02 -0.02
H -3.28812 -4.56131 5.16938 -0.08 0.09 0.11
H -1.56542 -7.03241 3.07598 0.03 -0.10 0.08
H -0.81732 -5.93481 1.92488 0.11 -0.01 -0.12
H -2.55202 -6.22341 1.85638 -0.11 -0.05 -0.10
H -0.48682 -5.62141 4.94038 0.05 -0.11 0.08
H -0.84252 -3.89461 5.04248 -0.01 0.11 0.10
H 0.16668 -4.51021 3.73908 0.15 0.03 -0.06
H -4.09962 -3.17901 3.60458 -0.09 -0.08 0.09
H -4.52862 -1.17661 2.25478 -0.06 0.03 0.03
H -0.36572 -3.83841 1.58328 0.13 -0.11 -0.01
C -1.32062 2.54439 -5.04072 -0.01 -0.13 0.17
C -2.04612 2.86109 -3.70942 -0.08 0.48 -0.01
C -1.44852 4.12769 -3.08622 0.06 -0.17 -0.08
C -3.53042 3.10299 -4.02212 0.17 -0.12 0.13
C -1.85122 1.63149 -2.88552 -0.27 0.05 -0.41
H -1.60692 3.26009 -5.81082 -0.04 0.12 -0.02
H -1.57432 1.54009 -5.37792 -0.01 -0.01 -0.11
H -0.24372 2.58149 -4.90442 0.07 -0.06 -0.03
H -1.21792 4.84999 -3.86832 0.04 0.14 -0.01
H -0.53652 3.88749 -2.53442 0.01 0.11 -0.04
H -2.15102 4.59599 -2.39862 0.01 0.02 0.13
H -3.64382 3.96349 -4.67662 -0.02 0.14 -0.10
H -4.08862 3.30139 -3.10842 -0.12 0.02 0.08
H -3.96962 2.23749 -4.51312 -0.06 -0.10 -0.07
H -2.52592 0.86559 -3.28902 0.26 -0.17 0.03